Here is C32H31N6O5SSiTi as an isolated structure from the OMol25 dataset. Energies are from the ωB97M-V functional and the def2-TZVPD basis.

CARTESIAN COORDINATES (ANGSTROEM)
Ti -0.37 -0.23 -0.03
C 0.34 1.00 -3.92
C 0.99 0.08 -2.90
C 2.29 -0.52 -3.41
O 0.07 -0.96 -2.50
C 1.31 0.84 -1.60
O 1.49 2.03 -1.59
O 1.37 0.04 -0.51
H -0.02 0.40 -4.75
H 1.05 1.74 -4.28
H -0.50 1.53 -3.47
H 2.13 -0.98 -4.39
H 2.66 -1.27 -2.72
H 3.05 0.26 -3.53
H 0.24 -1.76 -3.01
N 0.67 7.93 -0.23
C 0.06 6.72 0.05
C -1.29 6.68 0.42
C -1.91 5.47 0.68
C -1.19 4.28 0.57
C 0.16 4.31 0.20
C 0.77 5.52 -0.06
S -1.94 2.82 1.15
O -1.34 2.50 2.42
O -3.36 3.01 1.10
N -1.48 1.63 0.10
C -2.38 1.17 -0.83
N -2.17 -0.14 -1.07
C -2.87 -0.74 -2.02
C -3.83 -0.08 -2.72
C -4.00 1.27 -2.39
N -3.29 1.91 -1.48
H 0.25 8.76 0.14
H 1.68 7.95 -0.22
H -1.85 7.60 0.50
H -2.95 5.43 0.97
H 0.72 3.39 0.10
H 1.81 5.54 -0.36
H -2.64 -1.79 -2.20
H -4.42 -0.56 -3.49
H -4.75 1.87 -2.91
C 1.98 -3.67 4.23
C 2.51 -2.81 3.27
C 1.83 -2.59 2.08
C 0.61 -3.23 1.80
C 0.10 -4.09 2.78
C 0.78 -4.31 3.98
Si -0.39 -2.80 0.22
C 0.50 -3.78 -1.16
C -0.21 -4.67 -1.97
C 0.42 -5.39 -2.99
C 1.78 -5.22 -3.22
C 2.50 -4.33 -2.43
C 1.87 -3.62 -1.42
H 2.51 -3.83 5.17
H 3.45 -2.30 3.46
H 2.25 -1.89 1.37
H -0.84 -4.60 2.61
H 0.36 -4.98 4.72
H -1.62 -3.63 0.43
H -1.27 -4.83 -1.79
H -0.15 -6.09 -3.59
H 2.27 -5.79 -4.00
H 3.56 -4.20 -2.60
H 2.46 -2.93 -0.82
N 2.70 1.55 5.12
C 1.78 1.08 4.61
C 0.62 0.48 3.97
C -0.43 -0.01 4.70
C -1.50 -0.57 4.03
C -1.47 -0.63 2.66
N -0.44 -0.17 1.95
C 0.59 0.39 2.59
H -0.42 0.06 5.78
H -2.36 -0.96 4.56
H -2.29 -1.06 2.09
H 1.39 0.79 1.99

Summary:
Frontier orbital gap (alpha / beta), eV: 7.57 / 7.28
Energy above the lowest of the compared OMol25 structures with the same formula, charge and spin, eV: 1.492
HOMO energy (alpha / beta), Ha: -0.2874 / -0.2843
⟨S²⟩: 0.76
2S+1: 2

Here are the Mulliken charges for atoms 1 to 4, given in e: number 1, Ti, carries -0.457; number 2, C, carries -1.819; number 3, C, carries 2.316; number 4, C, carries -1.724

Here is C32H32AuBrFIN4O4 as an isolated structure from the OMol25 dataset. Energies are from the ωB97M-V functional and the def2-TZVPD basis.

CARTESIAN COORDINATES (ANGSTROEM)
Au -0.17 0.49 -0.09
C 1.82 -2.14 -1.21
C 2.75 -1.02 -1.59
C 3.64 -1.16 -2.64
C 4.52 -0.14 -2.97
C 4.53 1.04 -2.25
C 3.65 1.23 -1.19
C 3.69 2.51 -0.40
C 2.78 0.19 -0.89
N 1.84 0.34 0.20
C 2.19 0.21 1.43
C 3.58 -0.03 1.90
C 1.08 0.29 2.43
C 1.38 0.32 3.89
N -0.11 0.33 1.94
C -1.30 0.42 2.73
C -1.77 -0.74 3.35
C -1.08 -2.07 3.17
C -2.90 -0.61 4.14
C -3.54 0.61 4.27
C -3.07 1.73 3.60
C -1.93 1.66 2.81
C -1.43 2.86 2.06
H 2.13 -3.07 -1.69
H 0.79 -1.95 -1.52
H 1.81 -2.33 -0.13
H 3.66 -2.09 -3.20
H 5.21 -0.27 -3.80
H 5.22 1.83 -2.51
H 3.90 3.36 -1.06
H 4.49 2.50 0.34
H 2.75 2.71 0.13
H 4.26 -0.19 1.07
H 3.60 -0.90 2.56
H 3.91 0.82 2.49
H 2.07 1.13 4.11
H 1.88 -0.61 4.17
H 0.48 0.44 4.48
H -0.81 -2.25 2.12
H -1.72 -2.88 3.50
H -0.16 -2.13 3.76
H -3.30 -1.49 4.64
H -4.44 0.69 4.87
H -3.60 2.67 3.70
H -1.88 3.77 2.45
H -1.70 2.79 1.00
H -0.34 2.98 2.13
Br -3.07 3.22 -1.85
C -1.46 4.18 -1.73
C -1.51 5.54 -1.43
C -0.34 6.27 -1.31
C 0.90 5.67 -1.50
C 0.96 4.32 -1.80
C -0.22 3.59 -1.90
I -0.01 1.59 -2.52
H -2.47 6.01 -1.30
H -0.40 7.33 -1.09
H 1.81 6.25 -1.43
H 1.91 3.85 -1.98
F -5.91 -0.91 3.39
C -5.65 -0.36 2.20
C -5.03 -1.03 1.24
N -4.79 -0.46 0.00
C -3.90 -1.11 -0.93
C -2.44 -0.73 -0.78
O -1.54 -1.41 -1.23
O -2.18 0.40 -0.14
C -5.23 0.81 -0.32
O -5.04 1.31 -1.41
N -5.86 1.48 0.71
C -6.05 1.04 2.02
O -6.48 1.76 2.88
H -4.71 -2.05 1.37
H -4.20 -0.87 -1.95
H -3.97 -2.19 -0.81
H -6.18 2.41 0.50

Summary:
Frontier orbital gap, eV: 5.23
Energy above the lowest of the compared OMol25 structures with the same formula, charge and spin, eV: 0.000
HOMO energy, Ha: -0.5018
2S+1: 1
Charge: +2

Here are the Mulliken charges for atoms 1 to 4, given in e: number 1, Au, carries 1.374; number 2, C, carries -1.193; number 3, C, carries 1.232; number 4, C, carries -1.062

Number 1: total energy -94695.2637 eV. Number 2: total energy -132392.5146 eV.